ORCA calculation (ωB97M-V/def2-TZVPD) on C21H23N5O in the gas phase in a non-equilibrium geometry.

Computed properties:
SMILES   CC(C)(CN)c1nc(-c2ccncc2)c(-c2ccc3c(c2)CC[C@H]3N=O)[nH]1
Energy   -31646.6437 eV
Gap between HOMO and LUMO   8.0 eV
Energy relative to the best compared isomer or geometry (same formula, charge and spin)   275.6 kJ/mol
Highest occupied orbital energy   -8.3 eV
F_max   2.04 eV/A
LUMO energy   -0.25 eV

XYZ file:
```
50
Properties=species:S:1:pos:R:3:mulliken_charge:R:1
C 2.381 2.945 2.606 -1.91
C 2.685 1.431 2.580 2.55
C 2.477 0.876 4.023 -1.77
C 4.152 1.154 2.195 -0.89
N 4.423 1.351 0.745 -0.65
C 1.727 0.638 1.735 -1.09
N 1.852 -0.664 1.630 -0.48
C 0.920 -1.095 0.723 0.48
C 0.663 -2.562 0.446 0.31
C -0.555 -3.059 -0.048 -0.21
C -0.735 -4.377 -0.332 -0.44
N 0.183 -5.279 -0.095 -0.65
C 1.351 -4.888 0.436 -0.40
C 1.627 -3.522 0.721 -0.38
C 0.211 -0.041 0.263 0.09
C -0.885 0.041 -0.713 -0.13
C -0.636 -0.470 -1.999 -0.32
C -1.631 -0.336 -2.960 -0.99
C -2.830 0.369 -2.696 0.18
C -3.012 0.967 -1.445 0.29
C -2.070 0.752 -0.417 -0.78
C -4.344 1.707 -1.472 -0.82
C -4.719 1.775 -2.957 -0.95
C -4.001 0.615 -3.658 0.86
N -3.525 0.969 -4.993 -0.23
O -3.806 0.143 -5.846 -0.31
N 0.740 1.056 0.875 0.08
H 1.367 3.138 2.959 0.38
H 3.119 3.481 3.191 0.39
H 2.460 3.355 1.597 0.45
H 3.093 1.423 4.712 0.48
H 2.824 -0.167 4.051 0.40
H 1.424 0.935 4.371 0.33
H 4.845 1.785 2.804 0.47
H 4.412 0.132 2.428 0.31
H 5.423 1.309 0.499 0.25
H 3.934 0.613 0.229 0.21
H -1.385 -2.377 -0.210 0.39
H -1.712 -4.681 -0.697 0.37
H 2.038 -5.718 0.618 0.37
H 2.593 -3.228 1.168 0.38
H 0.327 -0.965 -2.191 0.48
H -1.508 -0.745 -3.963 0.39
H -2.258 1.132 0.581 0.55
H -5.127 1.151 -0.902 0.27
H -4.254 2.723 -1.084 0.32
H -4.359 2.712 -3.363 0.39
H -5.784 1.783 -3.139 0.35
H -4.627 -0.284 -3.660 0.32
H 0.513 2.000 0.651 0.29
```



ORCA calculation (ωB97M-V/def2-TZVPD) on 2 unconnected molecules or ions with the total composition C5H10NO2 in a non-equilibrium geometry.

Computed properties:
Energy   -10926.0691 eV
Gap between HOMO and LUMO   3.5 eV
Energy relative to the best compared isomer or geometry (same formula, charge and spin)   790.7 kJ/mol
Highest occupied orbital energy   -2.5 eV
F_max   5.83 eV/A
Charge   -1
LUMO energy   1.05 eV

XYZ file:
```
18
Properties=species:S:1:pos:R:3:mulliken_charge:R:1
C 1.274 -0.581 0.495 -0.46
C 2.718 -0.809 0.285 -0.36
C 0.768 0.521 -0.243 0.41
N -0.633 0.708 -0.429 -0.14
C -1.606 -0.144 0.200 -0.37
C -2.997 0.506 0.032 -0.54
O -4.022 -0.334 0.379 -0.88
O 1.420 1.555 -0.542 -0.66
H 3.255 -0.036 -1.475 0.38
H 0.618 -1.330 0.876 0.37
H 3.260 -0.515 1.160 0.28
H 2.920 -1.830 -0.148 0.35
H 2.886 -0.181 -0.680 -0.51
H -0.914 1.668 -0.457 0.26
H -1.447 -0.310 1.294 0.24
H -1.606 -1.137 -0.255 0.30
H -2.887 1.501 0.597 0.14
H -3.007 0.746 -1.089 0.17
```



ORCA calculation (ωB97M-V/def2-TZVPD) on a molecular structure, C36H34F6N8NaO6PS4 in a non-equilibrium geometry.

Computed properties:
Energy   -135445.1478 eV
Gap between HOMO and LUMO   5.7 eV
Energy relative to the best compared isomer or geometry (same formula, charge and spin)   60.1 kJ/mol
Highest occupied orbital energy   -2.1 eV
F_max   1.19 eV/A
Charge   -2
LUMO energy   3.67 eV

XYZ file:
```
96
Properties=species:S:1:pos:R:3:mulliken_charge:R:1
Na 0.326 2.785 -1.795 1.11
C -1.741 -4.421 1.384 -0.17
O -2.166 -3.196 1.946 -0.51
C -3.247 -2.586 1.382 0.77
C -3.439 -1.252 1.739 -0.16
C -4.462 -0.523 1.176 -0.02
C -5.343 -1.115 0.262 -0.49
C -5.193 -2.463 -0.019 -0.29
C -4.134 -3.199 0.507 -0.39
N -6.476 -0.428 -0.297 -0.71
N -6.391 0.725 -0.804 -0.57
C -5.169 1.352 -1.140 0.00
C -5.121 2.726 -0.949 -0.36
C -3.963 3.476 -1.115 -0.90
C -2.754 2.871 -1.532 0.47
O -1.653 3.446 -1.693 -0.78
C -2.832 1.442 -1.871 -0.12
N -1.701 0.912 -2.395 -0.27
C -1.716 -0.333 -2.805 -0.69
C -2.879 -1.122 -2.783 -0.72
C -4.024 -0.599 -2.254 -0.61
C -4.021 0.707 -1.714 1.28
H -0.814 -4.682 1.890 -0.16
H -1.543 -4.315 0.313 -0.01
H -2.478 -5.216 1.542 0.40
H -2.725 -0.795 2.419 0.45
H -4.568 0.527 1.418 0.27
H -5.893 -2.929 -0.703 0.36
H -4.009 -4.233 0.217 0.37
H -6.035 3.204 -0.611 0.35
H -3.960 4.544 -0.931 0.42
H -0.783 -0.745 -3.171 0.68
H -2.845 -2.129 -3.181 0.35
H -4.936 -1.175 -2.255 0.66
F 6.070 2.718 -1.345 -0.25
C 4.833 2.418 -0.931 0.63
F 4.811 1.139 -0.562 -0.19
F 4.552 3.175 0.131 -0.23
S 3.608 2.702 -2.280 1.01
O 2.362 2.269 -1.691 -0.67
O 4.154 2.005 -3.398 -0.69
N 3.657 4.268 -2.462 -0.61
S 2.361 5.071 -2.043 1.57
O 2.239 5.337 -0.637 -0.67
O 1.173 4.651 -2.743 -0.75
C 2.807 6.696 -2.790 0.36
F 1.862 7.584 -2.470 -0.21
F 3.975 7.143 -2.327 -0.22
F 2.879 6.621 -4.119 -0.22
C 1.383 2.057 1.241 -0.11
N 0.025 2.301 0.735 1.45
C -0.436 3.594 1.252 -0.65
N -0.426 3.628 2.725 0.02
C 0.937 3.340 3.180 -0.79
N 1.430 2.044 2.711 0.12
C 0.508 1.003 3.178 -0.51
N -0.864 1.228 2.720 0.31
C -0.854 1.248 1.247 -0.65
C -1.294 2.543 3.195 -0.82
H 2.042 2.846 0.876 -0.08
H 1.731 1.095 0.858 -0.30
H -1.451 3.773 0.897 0.21
H 0.212 4.385 0.870 0.05
H 0.952 3.350 4.274 0.33
H 1.602 4.123 2.808 0.36
H 0.518 0.987 4.272 0.38
H 0.846 0.033 2.807 0.11
H -1.869 1.428 0.884 -0.04
H -0.515 0.282 0.866 -0.08
H -1.295 2.539 4.289 0.36
H -2.312 2.729 2.843 0.37
S -0.256 -4.032 -1.751 -0.60
P 1.199 -2.947 -0.941 0.74
S 1.147 -0.972 -1.018 -0.33
C 1.395 -3.457 0.825 0.59
C 1.002 -4.722 1.248 -1.03
C 1.186 -5.112 2.568 -0.32
C 1.759 -4.237 3.481 -0.64
C 2.147 -2.970 3.067 -0.50
C 1.967 -2.584 1.745 -0.70
C 2.823 -3.537 -1.595 0.17
C 2.984 -4.862 -1.990 -0.44
C 4.212 -5.316 -2.448 -0.62
C 5.293 -4.447 -2.522 -0.38
C 5.137 -3.122 -2.139 -0.55
C 3.907 -2.670 -1.677 -0.23
H 0.532 -5.386 0.532 0.60
H 0.872 -6.100 2.887 0.41
H 1.893 -4.536 4.514 0.36
H 2.585 -2.275 3.774 0.43
H 2.256 -1.594 1.411 0.49
H 2.126 -5.523 -1.956 0.32
H 4.324 -6.349 -2.759 0.37
H 6.251 -4.798 -2.889 0.33
H 5.969 -2.432 -2.210 0.42
H 3.767 -1.632 -1.398 0.18
```



ORCA calculation (ωB97M-V/def2-TZVPD) on C4H6OS2 in the gas phase in a non-equilibrium geometry.

Computed properties:
SMILES   S=CO[C@@H]1C[C@@H]1S
Energy   -27961.1463 eV
Gap between HOMO and LUMO   9.2 eV
Energy relative to the best compared isomer or geometry (same formula, charge and spin)   205.7 kJ/mol
Highest occupied orbital energy   -8.9 eV
F_max   1.68 eV/A
LUMO energy   0.23 eV

XYZ file:
```
13
Properties=species:S:1:pos:R:3:mulliken_charge:R:1
S -1.577 -3.050 0.781 -0.25
C -1.288 -1.462 0.924 0.00
O -1.020 -0.666 -0.090 -0.26
C -0.394 0.578 0.202 -0.11
C 0.076 1.284 -1.044 -0.63
C 1.108 0.732 -0.086 -0.06
S 2.148 -0.643 -0.412 -0.23
H -1.137 -0.958 1.914 0.24
H -0.792 1.063 1.092 0.39
H 0.057 2.379 -1.084 0.26
H 0.076 0.764 -2.033 0.23
H 1.613 1.430 0.599 0.29
H 1.129 -1.451 -0.762 0.12
```



ORCA calculation (ωB97M-V/def2-TZVPD) on a gas-phase ion, CH4FN2O (charge +1) in a non-equilibrium geometry.

Computed properties:
SMILES   CN[N+](=O)F
Energy   -8834.1208 eV
Gap between HOMO and LUMO   11.1 eV
Energy relative to the best compared isomer or geometry (same formula, charge and spin)   401.9 kJ/mol
Highest occupied orbital energy   -17.8 eV
F_max   3.13 eV/A
Charge   +1
LUMO energy   -6.64 eV

XYZ file:
```
9
Properties=species:S:1:pos:R:3:mulliken_charge:R:1
C -0.303 0.060 -0.166 -0.57
N 0.718 -0.263 0.790 -0.23
N 1.019 -1.379 1.396 0.95
O 1.946 -1.636 2.030 -0.34
F 0.098 -2.381 1.154 -0.13
H -0.936 0.613 0.426 0.32
H 0.275 0.511 -0.885 0.30
H -0.697 -0.875 -0.496 0.33
H 1.188 0.601 1.154 0.36
```



ORCA calculation (ωB97M-V/def2-TZVPD) on C6H12O in the gas phase.

Computed properties:
SMILES   CC(C)[C@H]1O[C@H]1C
Energy   -8463.1768 eV
Gap between HOMO and LUMO   11.2 eV
Energy relative to the best compared isomer or geometry (same formula, charge and spin)   113.6 kJ/mol
Highest occupied orbital energy   -10.0 eV
F_max   0.28 eV/A
LUMO energy   1.12 eV

XYZ file:
```
19
Properties=species:S:1:pos:R:3:mulliken_charge:R:1
C 1.176 0.031 1.918 -1.73
C 0.602 -0.152 0.511 0.83
C 0.874 -1.558 -0.053 -1.33
C -0.890 0.111 0.529 -0.28
O -1.339 1.451 0.376 -0.51
C -1.678 0.510 -0.640 0.06
C -1.105 0.727 -2.016 -1.34
H 2.258 -0.138 1.920 0.41
H 0.992 1.046 2.289 0.38
H 0.722 -0.681 2.620 0.37
H 1.069 0.601 -0.136 0.23
H 0.008 -2.214 0.095 0.33
H 1.725 -2.034 0.444 0.41
H 1.090 -1.526 -1.128 0.29
H -1.420 -0.442 1.315 0.45
H -2.735 0.230 -0.636 0.44
H -0.048 1.005 -1.971 0.33
H -1.646 1.528 -2.532 0.38
H -1.206 -0.185 -2.616 0.28
```



Q: Which value of energy relative to the best compared isomer or geometry (same formula, charge and spin) does entry 5 give?
A: 401.9 kJ/mol